Record 1
{
  "formula": "C17H24N4O3",
  "method": "ωB97M-V/def2-TZVPD",
  "relative_energy_ev": 0.0000,
  "smiles": "NCCCC[C@H](NC(=O)[C@@H](N)Cc1c[nH]c2ccccc12)C(=O)O",
  "charge": 0,
  "largest_force_ev_per_a": 0.922,
  "orbital_gap_ev": 8.50,
  "symbols": ["N", "C", "C", "C", "C", "C", "N", "C", "O", "C", "N", "C", "C", "C", "N", "C", "C", "C", "C", "C", "C", "C", "O", "O", "H", "H", "H", "H", "H", "H", "H", "H", "H", "H", "H", "H", "H", "H", "H", "H", "H", "H", "H", "H", "H", "H", "H", "H"],
  "positions_angstrom": [[1.47, 3.13, 1.83], [1.17, 1.87, 2.55], [1.55, 0.67, 1.71], [1.08, -0.67, 2.29], [0.56, -1.62, 1.22], [1.61, -2.00, 0.16], [1.09, -2.11, -1.19], [1.25, -1.05, -2.05], [2.15, -0.23, -1.93], [0.19, -0.93, -3.16], [-0.06, -2.26, -3.73], [-1.14, -0.41, -2.59], [-1.09, 0.71, -1.59], [-0.13, 1.69, -1.41], [-0.47, 2.52, -0.37], [-1.64, 2.04, 0.19], [-2.35, 2.50, 1.30], [-3.52, 1.84, 1.64], [-3.98, 0.74, 0.89], [-3.27, 0.28, -0.20], [-2.07, 0.94, -0.57], [2.38, -3.27, 0.56], [2.60, -3.56, 1.71], [2.84, -4.00, -0.45], [2.46, 3.16, 1.63], [1.28, 3.93, 2.44], [1.67, 1.82, 3.54], [0.07, 1.84, 2.72], [1.11, 0.81, 0.72], [2.67, 0.66, 1.57], [0.27, -0.48, 3.01], [1.90, -1.17, 2.85], [0.15, -2.53, 1.68], [-0.28, -1.12, 0.70], [2.38, -1.19, 0.10], [0.25, -2.65, -1.36], [0.60, -0.21, -3.86], [-0.90, -2.20, -4.33], [0.70, -2.54, -4.36], [-1.79, -0.17, -3.44], [-1.65, -1.26, -2.12], [0.80, 1.83, -1.96], [0.23, 3.03, 0.18], [-1.99, 3.36, 1.87], [-4.07, 2.16, 2.53], [-4.90, 0.27, 1.16], [-3.64, -0.55, -0.79], [2.52, -3.59, -1.28]]
}


Record 2
{
  "formula": "C5H22N2O6",
  "method": "ωB97M-V/def2-TZVPD",
  "relative_energy_ev": 0.0829,
  "smiles": "CC[C@H](C)NC(N)=O.O.O.O.O.O",
  "charge": 0,
  "largest_force_ev_per_a": 2.744,
  "orbital_gap_ev": 9.31,
  "symbols": ["C", "C", "C", "C", "N", "C", "N", "O", "H", "H", "H", "H", "H", "H", "H", "H", "H", "H", "H", "H", "O", "H", "H", "O", "H", "H", "O", "H", "H", "O", "H", "H", "O", "H", "H"],
  "positions_angstrom": [[-0.10, -1.25, 2.85], [0.28, -0.56, 1.55], [0.54, -1.55, 0.40], [1.87, -2.26, 0.60], [0.59, -0.84, -0.87], [-0.39, -0.93, -1.78], [-0.13, -0.35, -2.99], [-1.46, -1.53, -1.60], [-1.01, -1.86, 2.73], [0.70, -1.90, 3.22], [-0.32, -0.53, 3.63], [1.17, 0.06, 1.69], [-0.51, 0.13, 1.27], [-0.24, -2.29, 0.37], [2.71, -1.55, 0.60], [2.06, -2.99, -0.19], [1.92, -2.78, 1.56], [1.45, -0.35, -1.09], [-0.94, -0.35, -3.59], [0.37, 0.52, -2.99], [2.57, 0.54, -0.84], [2.97, 1.14, -1.49], [2.11, 1.16, -0.23], [-2.90, -0.27, 0.31], [-3.78, -0.28, -0.06], [-2.34, -0.79, -0.32], [-0.81, 2.88, -2.36], [-1.60, 3.18, -2.79], [-1.09, 2.61, -1.45], [1.05, 2.24, 0.68], [1.16, 2.67, 1.52], [0.10, 2.08, 0.50], [-1.67, 2.08, 0.21], [-2.24, 2.71, 0.71], [-2.10, 1.20, 0.25]]
}


- Number 1 is which compound?
  C17H24N4O3